(i)
15
Properties=species:S:1:pos:R:3:nbo_charge:R:1 method="wB97M-V/def2-TZVPD" smiles="CSSC.C=N" homo_energy_ha=-0.293
S -1.841 0.738 0.183 0.06
S -0.574 -0.488 1.301 0.06
N 2.439 -1.085 -1.706 -0.60
C 2.299 0.098 -1.292 -0.05
C -2.305 -0.323 -1.219 -0.73
C 0.227 0.595 2.494 -0.77
H 1.508 -1.585 -1.750 0.33
H 1.196 0.143 2.808 0.25
H -1.497 -0.530 -1.932 0.22
H -3.101 0.232 -1.715 0.24
H 0.170 1.695 2.342 0.25
H 1.366 0.517 -0.881 0.15
H -2.657 -1.269 -0.784 0.23
H 3.188 0.773 -1.270 0.16
H -0.417 0.488 3.422 0.22

(ii)
15
Properties=species:S:1:pos:R:3:nbo_charge:R:1 method="wB97M-V/def2-TZVPD" smiles=CNCCSS homo_energy_ha=-0.313
S 1.073 1.094 0.878 -0.16
S -0.742 1.530 -0.123 0.05
N 0.160 -1.744 -0.730 -0.64
C 1.367 -2.166 -0.019 -0.41
C -1.556 0.005 -0.728 -0.53
C -1.038 -1.337 0.009 -0.21
H -1.252 0.013 -1.779 0.21
H 1.013 -2.260 1.039 0.19
H 2.218 -1.471 -0.138 0.19
H 1.778 -3.107 -0.364 0.19
H -0.902 -1.135 1.092 0.19
H 0.360 -1.000 -1.383 0.36
H 1.891 1.970 0.242 0.14
H -1.842 -2.050 -0.155 0.19
H -2.621 0.206 -0.644 0.24

(iii)
15
Properties=species:S:1:pos:R:3:nbo_charge:R:1 method="wB97M-V/def2-TZVPD" homo_energy_ha=-0.298
S -0.177 1.715 4.072 -0.16
S 1.181 -2.158 -3.113 -0.01
N -0.455 0.237 0.346 -0.70
C -1.250 0.917 1.360 -0.31
C 0.486 -0.359 -2.099 -0.45
C -0.711 0.186 -1.280 -0.26
H -1.451 1.936 1.175 0.20
H 0.551 0.415 0.479 0.36
H -1.014 1.287 -1.516 0.22
H 0.018 -2.815 -3.293 0.15
H 0.585 -0.943 -3.153 0.16
H -0.603 1.061 2.233 0.16
H -1.920 0.216 1.808 0.22
H 1.352 0.304 -2.101 0.21
H -1.555 -0.506 -1.279 0.21

The structure with the most favorable energy is (ii); the runner-up is 35.2 kJ/mol above it.

(i)
15
Properties=species:S:1:pos:R:3:nbo_charge:R:1 method="wB97M-V/def2-TZVPD" homo_energy_ha=-0.279
S 1.325 1.183 -0.667 0.12
S 1.950 3.052 0.107 -0.31
N 0.672 -0.804 -1.009 -0.79
C -0.189 -0.759 0.188 -0.07
C -1.635 -1.030 -0.253 -0.63
C 0.073 0.708 0.690 -0.50
H 0.236 -1.041 -1.889 0.39
H -1.598 -1.791 -1.036 0.21
H 0.118 -1.495 0.961 0.20
H 0.622 0.956 1.584 0.22
H 2.223 2.989 1.394 0.11
H -2.074 -1.589 0.576 0.22
H -2.323 -0.222 -0.508 0.23
H 1.477 -1.383 -0.817 0.39
H -0.877 1.227 0.679 0.21

(ii)
15
Properties=species:S:1:pos:R:3:nbo_charge:R:1 method="wB97M-V/def2-TZVPD" smiles=CCN(S)SC homo_energy_ha=-0.311
S 0.285 -2.676 0.308 0.17
S 1.513 -0.138 -0.649 0.35
N 0.137 -0.983 -0.021 -0.78
C 1.879 0.891 0.824 -0.72
C -1.504 0.910 -0.538 -0.63
C -1.221 -0.542 -0.791 -0.18
H 0.789 -2.508 1.565 0.11
H 0.817 1.386 1.055 0.23
H 2.667 1.544 0.431 0.22
H -2.530 1.085 -0.687 0.22
H -0.834 1.361 -1.310 0.21
H -1.096 1.223 0.383 0.21
H -1.241 -0.756 -1.797 0.18
H -1.982 -1.092 -0.282 0.19
H 2.322 0.294 1.508 0.21

(iii)
15
Properties=species:S:1:pos:R:3:nbo_charge:R:1 method="wB97M-V/def2-TZVPD" smiles="C=CN.CSS" homo_energy_ha=-0.277
S -0.462 -1.540 0.626 0.09
S 0.482 -3.146 -0.120 -0.17
N 0.753 4.272 0.716 -0.81
C 0.492 2.417 -0.904 -0.56
C 0.089 3.334 0.048 0.04
C -1.288 -0.477 -0.469 -0.82
H -0.205 2.016 -1.630 0.21
H -1.761 0.433 -0.050 0.27
H 0.164 -3.300 -1.520 0.16
H 1.534 2.433 -1.163 0.18
H 1.785 4.314 0.565 0.38
H -1.812 -0.995 -1.371 0.23
H -0.384 0.064 -0.981 0.23
H 0.305 5.175 0.696 0.39
H -0.974 3.279 0.301 0.17

The structure with the most favorable energy is (i); the runner-up is 69.1 kJ/mol above it.

(i)
15
Properties=species:S:1:pos:R:3:nbo_charge:R:1 method="wB97M-V/def2-TZVPD" homo_energy_ha=-0.303
S -2.358 1.212 -1.018 -0.34
S 2.260 1.210 -1.147 0.11
N 1.184 0.020 1.512 -0.79
C -0.787 -1.160 0.544 -0.63
C 1.079 -0.101 -0.957 -0.63
C 0.280 -0.083 0.386 -0.04
H 0.359 -0.013 -1.772 0.25
H -1.306 -0.914 -0.382 0.22
H 1.574 -1.076 -1.073 0.29
H -0.251 0.882 0.158 0.24
H 2.054 0.423 1.151 0.38
H 0.893 0.609 2.289 0.38
H -0.438 -2.185 0.452 0.22
H -1.442 -1.015 1.395 0.23
H -3.101 2.191 -1.538 0.11

(ii)
15
Properties=species:S:1:pos:R:3:nbo_charge:R:1 method="wB97M-V/def2-TZVPD" smiles=CSSCCN homo_energy_ha=-0.321
S -1.143 0.838 0.613 0.10
S 0.142 -0.031 -1.211 0.10
N 2.447 -0.411 0.990 -0.81
C -2.252 1.566 -0.557 -0.79
C 1.263 -1.293 1.043 -0.23
C 0.559 -1.511 -0.286 -0.58
H 2.126 0.538 1.140 0.36
H 1.283 -2.080 -0.887 0.22
H -3.008 2.109 0.046 0.23
H 1.530 -2.262 1.469 0.19
H -1.799 2.270 -1.250 0.23
H 2.730 -0.471 0.014 0.35
H 0.586 -0.819 1.772 0.19
H -0.299 -2.193 -0.265 0.23
H -2.978 0.926 -1.079 0.23

The structure with the most favorable energy is (ii); the runner-up is 417.4 kJ/mol above it.